1.
C20H21N2O3PtS | ωB97M-V with the def2-TZVPD basis set

Geometry as XYZ:
```
48
Properties=species:S:1:pos:R:3:mulliken_spin:R:1
Pt 1.1975 -2.3366 -0.7295 1.4630
C -1.5875 3.1393 -0.6990 0.0028
C -0.4561 3.0731 -1.7170 -0.0044
N -0.3071 1.7387 -2.2965 0.0177
C -1.0310 1.5099 -3.5381 0.0087
C -0.2282 1.8988 -4.7741 -0.0053
C 0.4615 0.7979 -1.6922 0.0165
S 0.7258 -0.6724 -2.5531 0.1616
N 0.9429 1.1931 -0.5022 0.0013
C 1.8215 0.5060 0.2278 0.0384
O 2.4038 -0.5585 -0.0482 0.0402
C 2.1706 1.1347 1.5547 -0.0054
C 1.7286 2.4046 1.9038 0.0028
C 2.0584 2.9476 3.1389 -0.0015
C 2.8277 2.2186 4.0359 0.0032
C 3.2673 0.9475 3.6924 -0.0010
C 2.9427 0.4091 2.4537 -0.0051
H -1.7008 4.1576 -0.3164 0.0000
H -1.3666 2.4703 0.1329 0.0014
H -2.5367 2.8340 -1.1465 -0.0003
H 0.4809 3.3610 -1.2504 0.0007
H -0.6476 3.7613 -2.5430 -0.0008
H -1.9501 2.0974 -3.4820 0.0009
H -1.3064 0.4604 -3.5877 0.0016
H 0.0684 2.9505 -4.7373 -0.0005
H -0.8194 1.7409 -5.6796 0.0000
H 0.6713 1.2842 -4.8346 0.0008
H 1.1189 2.9520 1.1964 0.0001
H 1.7101 3.9385 3.4051 0.0000
H 3.0802 2.6392 5.0022 0.0003
H 3.8601 0.3708 4.3919 -0.0001
H 3.2712 -0.5807 2.1640 -0.0002
C -0.5269 -2.7695 0.0559 1.4837
C -1.7183 -2.9644 0.7444 0.0771
C -2.2089 -2.0173 1.6989 0.2646
C -3.3958 -2.2161 2.3744 -0.1123
C -4.1714 -3.3568 2.1490 0.2481
C -3.7232 -4.3022 1.2209 -0.1205
C -2.5383 -4.1211 0.5375 0.2986
H -1.6131 -1.1289 1.8794 0.0063
H -3.7319 -1.4745 3.0919 -0.0062
H -5.1015 -3.5068 2.6841 0.0247
H -4.3153 -5.1930 1.0363 -0.0071
H -2.1960 -4.8584 -0.1794 0.0002
O 2.3492 -3.9474 -2.0854 0.0612
C 3.1041 -4.2306 -1.1169 -0.0039
O 2.9598 -3.8024 0.0541 0.0467
H 3.9553 -4.8993 -1.3178 0.0016
```

Results
Highest occupied orbital energy (spin up / spin down) in eV: -3.027 / -5.275
Total charge: -1
Frontier orbital gap (spin up / spin down) in Ha: 0.2140 / 0.2808
2S+1: 5
Largest force on an atom in eV/A: 0.78
Expectation value of S²: 6.05

=====

2.
C20H21N3O3S | ωB97M-V with the def2-TZVPD basis set

Geometry as XYZ:
```
48
Properties=species:S:1:pos:R:3:lowdin_charge:R:1
C 2.3575 4.6914 -0.6855 -0.0868
O 2.1538 3.6407 0.2294 -0.0828
C 1.9862 2.3808 -0.2530 -0.2864
C 1.8142 1.3797 0.7062 0.0044
C 1.6139 0.0710 0.3293 0.0004
C 1.5893 -0.2660 -1.0212 -0.1785
N 1.3155 -1.6024 -1.4080 0.0938
C 0.4100 -1.9251 -2.4116 -0.4308
O -0.1061 -1.1339 -3.1532 0.0963
C 0.2481 -3.4284 -2.4286 -0.0881
C 0.9801 -3.9035 -1.1898 -0.4327
S -0.1226 -4.3995 0.2022 1.0151
C -0.7495 -2.8200 0.7038 -0.6461
N -0.7864 -2.6195 2.0029 0.1182
C -1.1923 -1.4280 2.4245 -0.2688
C -1.1866 -1.2169 3.9017 -0.0183
C -1.5806 -0.4320 1.5207 -0.1037
C -1.5516 -0.7749 0.1674 -0.1936
N -1.1316 -1.9739 -0.2328 0.1459
C -2.0093 0.1688 -0.8976 -0.1057
C -1.9610 1.6147 -0.4206 -0.1773
C -2.6997 1.7353 0.9068 -0.1851
C -1.9710 0.9385 1.9850 -0.1398
C 1.7697 -2.7044 -0.7046 -0.4611
O 2.6202 -2.6893 0.1424 0.1213
C 1.7770 0.7180 -1.9789 0.0090
C 1.9702 2.0353 -1.6002 -0.0085
H 3.2607 4.5339 -1.2829 0.0965
H 2.4787 5.5882 -0.0801 0.0932
H 1.4972 4.8173 -1.3506 0.0953
H 1.8414 1.6578 1.7479 0.1213
H 1.4868 -0.6913 1.0814 0.1171
H -0.8123 -3.6776 -2.4222 0.1212
H 0.6856 -3.8279 -3.3458 0.1321
H 1.6147 -4.7768 -1.3336 0.1154
H -2.1954 -1.0177 4.2608 0.0860
H -0.5601 -0.3645 4.1592 0.0866
H -0.8040 -2.1102 4.3859 0.0823
H -3.0375 -0.1024 -1.1587 0.1338
H -1.4072 0.0250 -1.7944 0.0967
H -0.9210 1.9227 -0.2916 0.1050
H -2.4163 2.2622 -1.1712 0.1144
H -3.7157 1.3511 0.7895 0.1187
H -2.7700 2.7803 1.2135 0.1115
H -1.0559 1.4687 2.2710 0.1237
H -2.5945 0.8623 2.8789 0.1149
H 1.7602 0.4625 -3.0258 0.1190
H 2.1073 2.7797 -2.3677 0.1050
```

Results
Highest occupied orbital energy in eV: -8.478
Structure (SMILES): COc1ccc(N2C(=O)C[C@H](Sc3nc(C)c4c(n3)CCCC4)C2=O)cc1
Frontier orbital gap in Ha: 0.3365
2S+1: 1
Largest force on an atom in eV/A: 0.76

=====

3.
C20H21N3O4 | ωB97M-V with the def2-TZVPD basis set

Geometry as XYZ:
```
48
Properties=species:S:1:pos:R:3:lowdin_charge:R:1
C 0.2961 1.6622 -0.0349 0.0083
C 1.8767 1.8072 -0.2880 -0.0796
C 2.4337 3.1547 -0.5805 -0.0449
C 3.6941 3.2041 -0.7218 -0.0962
C 4.5161 1.9757 -0.7197 0.0271
C 3.9122 0.8132 -0.2598 0.0397
C 2.5061 0.6072 -0.0095 -0.2648
N 2.0864 -0.5616 -0.0443 0.0902
C 1.2162 -1.2399 -0.8743 -0.5000
O 0.8724 -0.8753 -1.8203 0.2974
C 0.9614 -2.4665 -0.1698 -0.1103
N -0.4438 -2.8499 0.1184 -0.1524
C -0.8688 -2.2395 1.1270 -0.2273
H -0.8808 -2.4917 2.2435 0.1450
C -2.3312 -1.6358 0.7783 -0.2494
N -2.4446 -1.1553 -0.3177 -0.0117
C -2.7359 -0.0690 -0.8309 -0.4302
O -2.9180 0.2635 -1.9989 0.0462
C -2.9678 1.2870 0.0056 -0.0539
C -3.7128 2.4126 -0.1364 -0.1815
C -3.7496 3.1375 0.8329 -0.1468
C -3.2155 2.4803 2.0343 0.0123
O -2.7195 1.3149 1.4344 -0.0921
H -2.9474 2.6178 3.0876 0.1171
H -4.1097 4.2964 0.8005 0.1661
H -3.9782 2.6480 -1.2301 0.1696
C -1.9703 -2.2687 -1.4676 -0.0609
C -1.2474 -3.1258 -0.8539 -0.3666
H -2.1089 -3.9910 -0.2633 0.2132
H -0.7308 -3.8904 -1.5263 0.1768
H -1.3035 -1.4605 -2.2154 0.1954
H -2.8943 -2.4387 -2.1537 0.1747
H -2.6048 -0.8146 1.6308 0.1871
H -3.0260 -2.6003 0.9800 0.1629
H -0.3024 -1.2283 1.3525 0.1470
C 2.0344 -2.5351 1.0293 -0.0725
C 2.5836 -1.3357 0.9763 -0.2224
O 3.2705 -0.9184 2.2896 -0.1121
H 2.8039 -3.3766 0.8190 0.1739
H 1.3924 -2.9317 2.0067 0.2046
H 1.3528 -3.4744 -0.8027 0.2170
H 4.4781 0.1170 0.0274 0.0392
H 5.4595 2.2369 -0.6407 0.0485
H 3.9887 4.0771 -0.8746 0.0317
H 1.5094 3.9751 -0.7201 0.1830
H -0.0714 2.5677 0.0016 0.0014
H -0.1021 1.0833 -0.9622 0.1054
H 0.1444 0.8925 0.7824 0.0946
```

Results
Highest occupied orbital energy in eV: -8.393
Frontier orbital gap in Ha: 0.2940
2S+1: 1
Largest force on an atom in eV/A: 17.71